Molecular formula: C72H152BeCl4N8O24
Method: DFT, the ωB97M-V functional and the def2-TZVPD basis

Each line ends with the Mulliken charge.
Cartesian coordinates (Å):
Be -2.9524 3.2573 1.7903  1.591
Cl -2.6821 6.9636 4.2467  1.750
O -2.6924 5.6455 3.6184  -0.748
O -3.3710 7.0125 5.4494  -0.674
O -1.2926 7.1719 4.4822  -0.694
O -3.1341 7.8898 3.2665  -0.641
Cl -0.4538 0.8529 1.2691  -0.398
O 0.8800 0.3287 1.0007  0.228
O -0.9554 1.5802 0.0662  -0.139
O -1.4454 -0.0558 1.7583  -0.126
O -0.4054 1.9450 2.2276  -0.251
Cl -5.4040 3.9611 -0.8457  1.692
O -6.4350 3.0414 -0.9200  -0.686
O -5.8040 5.1458 -1.5546  -0.730
O -5.1292 4.4071 0.4724  -0.704
O -4.2371 3.4398 -1.3172  -0.413
Cl -1.0269 6.5930 -0.1906  1.730
O -1.6450 6.8018 -1.3741  -0.667
O 0.3372 6.1768 -0.4033  -0.654
O -1.1074 7.7937 0.5712  -0.716
O -1.7207 5.5616 0.4478  -0.678
C -2.7530 7.6614 -7.2663  -1.652
C -3.8679 7.2711 -6.2886  1.746
C -5.0055 6.5628 -7.0009  -1.365
C -4.7129 5.0814 -7.4812  -0.852
C -4.2987 4.2678 -6.2361  -1.162
C -3.0804 4.9133 -5.6055  1.877
N -3.2558 6.3781 -5.2942  0.286
O -2.1566 6.9492 -4.5514  -0.184
C -2.8899 4.3186 -4.1703  -2.009
C -1.6747 4.6786 -6.4551  -1.776
C -4.5458 8.4783 -5.5998  -2.035
H -1.7742 7.9009 -6.8508  0.314
H -3.0483 8.3937 -8.0177  0.469
H -2.4570 6.8181 -7.8903  0.381
H -5.9644 6.5228 -6.4842  0.390
H -5.2735 7.1030 -7.9088  0.533
H -3.9488 4.9922 -8.2534  0.308
H -5.5773 4.6757 -8.0069  0.477
H -3.9848 3.2897 -6.6006  0.435
H -5.0494 4.0101 -5.4890  0.347
H -2.8762 3.2288 -4.1889  0.109
H -1.9531 4.4601 -3.6313  0.085
H -3.7942 4.6106 -3.6365  0.665
H -0.7175 5.1532 -6.2393  0.268
H -1.6123 3.5904 -6.4519  0.480
H -1.8128 4.7428 -7.5344  0.362
H -3.8349 9.0605 -5.0137  0.408
H -5.2578 8.1752 -4.8322  0.436
H -5.1266 9.0435 -6.3288  0.381
H -1.4387 6.7851 -5.1673  0.217
C 4.1763 5.3990 -4.7937  -1.939
C 2.9274 4.5617 -4.4375  1.497
C 2.4012 3.7985 -5.7826  -1.461
C 1.1938 2.8803 -5.5359  0.482
C 1.6098 1.8052 -4.3894  -1.008
C 2.0608 2.4132 -3.1031  3.669
N 3.0965 3.4514 -3.4396  0.376
O 3.9536 3.7514 -2.3831  -0.397
C 0.9324 2.9840 -2.1600  -1.417
C 2.7026 1.2913 -2.3245  -2.656
C 1.7713 5.5288 -3.9056  -1.741
H 4.2570 6.2652 -4.1370  0.369
H 4.1389 5.8458 -5.7872  0.400
H 5.0809 4.7910 -4.8108  0.376
H 2.1067 4.4952 -6.5675  0.506
H 3.1202 3.0488 -6.1129  0.342
H 0.7958 2.3431 -6.3967  0.919
H 0.4184 3.4292 -5.0016  -0.899
H 2.1561 0.9421 -4.7699  0.104
H 0.6509 1.3208 -4.2051  -0.241
H 1.1390 4.0045 -1.8373  0.243
H -0.1078 2.8949 -2.4732  -0.154
H 1.1554 2.5557 -1.1828  -0.082
H 3.2433 1.6218 -1.4377  -0.041
H 1.9288 0.5581 -2.0968  0.274
H 3.5450 0.8710 -2.8739  0.671
H 2.0589 6.0009 -2.9662  0.521
H 0.7807 5.0908 -3.7830  0.176
H 1.6262 6.3908 -4.5566  0.433
H 4.7241 3.2614 -2.6797  0.354
C -5.4632 0.7564 1.5354  -2.245
C -5.3144 0.6656 3.1098  1.423
C -4.6942 -0.8252 3.3577  -1.374
C -4.1427 -1.1207 4.7128  -0.577
C -3.2368 0.0599 5.1812  -1.272
C -3.7843 1.5316 4.9446  1.717
N -4.3735 1.6745 3.5938  1.532
O -4.8148 2.9796 3.4737  -0.296
C -4.7349 1.7543 6.1092  -1.835
C -2.5133 2.3956 5.1046  -2.415
C -6.6368 0.6912 3.8852  -1.548
H -4.5098 0.6519 1.0176  0.346
H -5.9118 1.7186 1.2883  0.545
H -6.1702 0.0321 1.1310  0.449
H -5.4259 -1.5401 2.9814  0.530
H -3.8837 -1.0236 2.6563  0.176
H -3.5863 -2.0575 4.7437  0.143
H -5.0134 -1.2397 5.3578  0.393
H -2.3346 -0.0816 4.5861  0.210
H -2.9908 -0.0488 6.2374  0.490
H -4.2162 1.9810 7.0406  0.454
H -5.2635 2.7025 6.2068  0.392
H -5.4990 0.9808 6.1865  0.360
H -2.5953 3.4824 5.1177  0.406
H -2.1624 2.1820 6.1142  0.473
H -1.6224 2.2831 4.4866  0.436
H -6.9329 1.7162 4.1087  0.312
H -6.8240 0.2017 4.8409  0.320
H -7.4781 0.4193 3.2477  0.485
H -5.6907 2.9215 3.8624  0.209
C 3.6133 -4.2920 0.6821  -2.827
C 4.1627 -3.5010 -0.5211  2.268
C 5.6853 -3.8094 -0.4875  -1.347
C 6.5257 -3.2373 -1.7006  -0.749
C 5.8909 -3.6333 -2.9966  -1.352
C 4.2246 -3.5006 -3.0272  2.289
N 3.6645 -4.0052 -1.7774  0.033
O 2.3073 -4.2418 -1.7348  -0.225
C 3.9693 -1.9413 -3.3272  -1.627
C 3.8478 -4.2246 -4.2629  -1.715
C 3.7987 -1.9971 -0.2144  -1.782
H 4.0440 -4.0197 1.6456  0.297
H 3.6590 -5.3753 0.5697  0.617
H 2.5592 -4.2116 0.9478  0.547
H 6.0252 -3.3810 0.4554  0.365
H 5.8810 -4.8799 -0.4253  0.528
H 7.4812 -3.7539 -1.6097  0.482
H 6.8408 -2.2029 -1.5634  0.322
H 6.0919 -4.7021 -3.0690  0.607
H 6.3309 -3.1383 -3.8624  0.334
H 3.6983 -1.5737 -4.3168  0.472
H 3.2238 -1.7213 -2.5630  -0.029
H 4.8292 -1.3848 -2.9544  0.230
H 3.4754 -3.5401 -5.0250  0.283
H 4.6936 -4.6475 -4.8049  0.490
H 3.1698 -5.0136 -3.9375  0.231
H 2.7149 -2.0241 -0.1021  0.626
H 4.1261 -1.1429 -0.8072  0.301
H 4.1903 -1.6185 0.7297  0.100
H 2.1342 -5.1858 -1.7577  0.253
C -1.7397 -0.8291 -5.1318  -1.766
C -1.5429 -1.7631 -3.8651  1.524
C -3.0075 -2.0050 -3.2926  -1.022
C -3.9129 -2.9025 -4.2392  -0.659
C -3.1405 -4.2651 -4.3314  -1.216
C -1.6961 -4.0950 -4.8788  1.686
N -0.8887 -3.0614 -4.1181  0.634
O 0.4101 -2.9854 -4.5969  -0.400
C -0.9524 -5.4302 -4.5760  -2.182
C -1.8835 -3.8628 -6.3287  -1.801
C -0.5300 -0.9200 -2.9360  -2.568
H -0.7950 -0.7438 -5.6686  0.234
H -2.2006 0.1120 -4.8316  0.314
H -2.3559 -1.3783 -5.8436  0.570
H -2.9665 -2.4080 -2.2807  0.425
H -3.4981 -1.0354 -3.2079  0.432
H -4.0544 -2.4606 -5.2255  0.301
H -4.8632 -2.9796 -3.7109  0.468
H -3.6103 -4.9598 -5.0277  0.405
H -3.2114 -4.7678 -3.3669  0.399
H -1.4635 -6.1959 -5.1597  0.567
H -0.0066 -5.6161 -5.0849  0.390
H -0.8217 -5.7190 -3.5331  0.309
H -2.7817 -3.3880 -6.7234  0.314
H -1.1363 -3.1380 -6.6519  0.310
H -1.6836 -4.7493 -6.9307  0.459
H 0.4367 -0.8000 -3.4249  0.318
H -0.2428 -1.6109 -2.1433  0.590
H -0.9424 0.0292 -2.5941  0.688
H 0.9260 -3.3118 -3.8560  0.287
C 2.0376 -0.7012 5.3005  -2.291
C 1.7667 -2.0050 6.1230  2.411
C 0.9024 -2.9849 5.2658  -1.510
C 1.6552 -3.6676 4.1348  0.570
C 2.8410 -4.4007 4.8025  -1.772
C 3.8975 -3.5013 5.5477  2.107
N 3.0544 -2.7163 6.5118  0.119
O 3.7832 -1.8683 7.3470  -0.456
C 4.7941 -4.4076 6.2851  -1.922
C 4.7144 -2.6346 4.5772  -1.494
C 0.8865 -1.6202 7.3542  -1.844
H 2.0532 -0.6935 4.2106  0.403
H 3.0251 -0.2696 5.4639  0.373
H 1.3202 0.0982 5.4863  0.594
H 0.5009 -3.7460 5.9350  0.538
H 0.0574 -2.3969 4.9075  0.181
H 2.0723 -3.0146 3.3682  -0.352
H 1.0240 -4.3802 3.6040  0.081
H 3.3397 -4.8635 3.9509  0.524
H 2.4395 -5.2634 5.3343  0.335
H 4.4916 -5.2660 6.8850  0.373
H 5.4793 -4.8630 5.5701  0.377
H 5.3727 -3.8320 7.0076  0.457
H 4.9918 -1.6904 5.0459  0.367
H 5.5520 -3.1883 4.1530  0.439
H 4.1678 -2.3761 3.6703  -0.032
H 0.1185 -0.9017 7.0677  0.142
H 1.3471 -1.0350 8.1501  0.435
H 0.3975 -2.3827 7.9606  0.433
H 3.8645 -2.3881 8.1500  0.376
C -3.1381 -5.8545 1.1289  -1.832
C -2.6655 -6.2275 2.6001  1.865
C -3.8944 -6.6022 3.4002  -0.991
C -4.3437 -8.0482 3.0537  -0.919
C -3.3218 -9.1090 3.3285  -1.134
C -1.9765 -8.8253 2.5612  1.582
N -1.6258 -7.3488 2.5976  0.192
O -0.4669 -7.0194 1.9661  -0.277
C -0.8231 -9.4586 3.3372  -1.955
C -1.9798 -9.5130 1.1958  -1.774
C -2.0382 -4.9541 3.2828  -2.217
H -3.9199 -5.1096 1.2770  0.404
H -3.4563 -6.7213 0.5496  0.255
H -2.3865 -5.2773 0.5904  0.517
H -3.7888 -6.4377 4.4725  0.394
H -4.7173 -5.9649 3.0765  0.464
H -4.4037 -8.1221 1.9678  0.265
H -5.3810 -8.1959 3.3541  0.402
H -3.5834 -10.1548 3.1669  0.510
H -3.1003 -9.1873 4.3928  0.392
H 0.1484 -9.2998 2.8693  0.327
H -0.7723 -8.9609 4.3056  0.474
H -0.9415 -10.5298 3.5002  0.381
H -1.0796 -9.5662 0.5835  0.413
H -2.1991 -10.5778 1.2750  0.437
H -2.7065 -9.0901 0.5022  0.370
H -1.6908 -5.3565 4.2343  0.586
H -2.7950 -4.2508 3.6303  0.282
H -1.1787 -4.5147 2.7765  0.328
H -0.5957 -7.0301 1.0148  0.289
C 5.7376 3.0231 0.5621  -1.960
C 5.1140 2.7030 1.9099  2.475
C 6.3397 2.7613 2.8768  -1.901
C 5.9301 2.6481 4.3909  0.036
C 5.0904 3.8130 4.5834  -1.894
C 3.7711 3.9776 3.7759  3.035
N 4.1426 3.7400 2.3168  -0.397
O 3.0621 3.7110 1.5029  0.105
C 2.7135 2.9571 4.2424  -2.214
C 3.2992 5.4110 4.1599  -2.200
C 4.5457 1.2555 1.9123  -0.107
H 5.0182 3.4148 -0.1569  0.228
H 6.1225 2.1895 -0.0254  0.337
H 6.4614 3.8372 0.5996  0.378
H 6.9612 1.9359 2.5296  0.414
H 6.9126 3.6781 2.7376  0.545
H 6.8942 2.8135 4.8719  0.370
H 5.5243 1.6404 4.4803  -0.182
H 5.7778 4.6262 4.3507  0.499
H 4.8271 3.9887 5.6264  0.509
H 2.0204 3.2924 5.0140  0.581
H 2.0195 2.6854 3.4470  0.568
H 3.1693 2.0073 4.5221  0.060
H 2.2296 5.5702 4.0234  0.565
H 3.5973 5.8538 5.1103  0.335
H 3.5916 6.1805 3.4454  0.412
H 3.8996 1.1197 2.7796  -0.261
H 5.2652 0.4370 1.9310  0.500
H 4.1385 1.0881 0.9152  -0.797
H 2.5897 2.9790 1.9062  0.008

The value obtained for the maximum force is 6.78 eV/Å. Its total charge is -2. The value obtained for the HOMO-LUMO gap is 3.9 eV. The value obtained for the LUMO energy is 0.00943 Eh. As for the molecular weight: 1664.9 g/mol. As for the total energy: -6932.0438 Eh.

Molecular formula: C20H28FN3O5P2
Method: DFT, the ωB97M-V functional and the def2-TZVPD basis

Each line ends with the natural charge from an NBO analysis.
Cartesian coordinates (Å):
H 2.9321 2.0823 3.5962  0.320
N 2.9827 3.0929 3.7646  -0.593
C 2.7966 3.7039 2.6710  0.135
C 2.5460 3.0478 1.3107  -0.557
C 1.6346 1.8389 1.3773  -0.018
C 0.2671 2.0693 1.5234  -0.272
P -0.4215 3.7837 1.5762  1.197
N -0.5772 4.2333 3.2474  -1.150
O -1.9952 3.6988 1.0601  -0.952
C -0.5696 0.9812 1.6219  -0.217
C -0.1110 -0.3212 1.5806  0.129
C -1.1499 -1.4037 1.7470  -0.510
C -1.6987 -1.2759 3.1892  0.076
F -2.5302 -2.3258 3.5120  -0.360
C 1.2363 -0.5384 1.4025  -0.155
C 2.1197 0.5543 1.3007  -0.075
C 3.5818 0.2386 1.1224  0.540
O 4.3928 0.9354 0.5430  -0.519
C 4.0599 -1.0807 1.6833  -0.432
P 5.8014 -1.3712 2.2176  1.298
N 6.1521 -2.8845 1.9247  -1.305
C 3.2319 -2.1076 1.7818  -0.161
C 1.8036 -1.9327 1.3084  0.521
O 1.2293 -2.9006 0.8565  -0.481
H 2.8491 4.8001 2.7037  0.173
H 2.0619 3.8164 0.6937  0.248
H 3.5157 2.8573 0.8475  0.281
H 0.3344 4.6006 3.5188  0.389
H -1.1828 5.0537 3.2434  0.387
H -2.4389 3.0124 1.5878  0.472
H -1.6310 1.1808 1.7542  0.198
H -1.9626 -1.2796 1.0174  0.271
H -0.7683 -2.4197 1.6610  0.249
H -2.1894 -0.3090 3.3413  0.152
H -0.8236 -1.3105 3.8549  0.150
H 5.9699 -1.0882 3.5907  -0.034
H 6.6142 -0.5097 1.4448  -0.034
H 6.4221 -3.3514 2.7848  0.369
H 3.5450 -3.0749 2.1681  0.263
C -1.7824 1.5298 -1.7624  -0.724
C -2.6183 0.2760 -1.7309  0.614
C -3.6387 0.1090 -2.8240  -0.728
O -2.4777 -0.5659 -0.8666  -0.580
H -1.0882 1.5253 -0.9263  0.225
H -1.2122 1.5722 -2.6918  0.235
H -2.4233 2.4092 -1.6821  0.240
H -3.1448 0.0906 -3.7959  0.257
H -4.3602 0.9271 -2.7888  0.230
H -4.1674 -0.8318 -2.6838  0.232
C -2.0219 -3.0585 -5.1353  -0.722
C -3.2614 -2.5123 -5.8001  0.602
C -4.1218 -3.4903 -6.5607  -0.721
O -3.5532 -1.3404 -5.7261  -0.554
H -1.4989 -2.2514 -4.6258  0.233
H -2.2956 -3.8182 -4.4016  0.235
H -1.3567 -3.4912 -5.8842  0.232
H -4.4855 -4.2686 -5.8881  0.232
H -3.5467 -3.9416 -7.3706  0.231
H -4.9752 -2.9657 -6.9854  0.236

The value obtained for the maximum force is 2.53 eV/Å. The value obtained for the HOMO-LUMO gap is 7.1 eV. The value obtained for the LUMO energy is -0.05249 Eh. As for the molecular weight: 471.4 g/mol. As for the total energy: -2101.8817 Eh.

Molecular formula: C6H12N3O3
Method: DFT, the ωB97M-V functional and the def2-TZVPD basis

Each line ends with the natural charge from an NBO analysis.
Cartesian coordinates (Å):
C 1.5629 -1.1368 -0.0395  -0.590
C 0.3439 -0.3321 -0.5584  -0.030
C 0.5179 0.0385 -2.0407  -0.629
C -0.9575 -1.0576 -0.2866  -0.547
C -1.4956 -0.5660 0.9703  0.753
N -2.3084 -1.0875 1.8424  -0.668
O -0.8119 0.5064 1.2896  -0.432
C 0.0901 0.9544 0.3441  0.465
N 1.5400 1.2198 1.2688  -0.784
N -0.4588 2.1656 -0.2738  0.496
O -1.4341 1.9744 -0.9422  -0.357
O 0.0691 3.1893 -0.0050  -0.289
H 1.5910 -2.1344 -0.3235  0.233
H 2.4642 -0.5101 -0.3942  0.224
H 1.3077 -1.1729 1.0049  0.224
H 1.5786 0.3300 -2.0588  0.230
H 0.4180 -0.9305 -2.5778  0.233
H -0.2759 0.7075 -2.4000  0.247
H -0.8635 -2.1805 -0.1699  0.272
H -1.6389 -0.9265 -1.1517  0.305
H -2.8479 -1.8210 1.6503  0.431
H -2.2232 -0.6480 2.8052  0.459
H 2.3143 1.1775 0.5554  0.365
H 1.5181 2.2408 1.4912  0.390

The value obtained for the maximum force is 6.87 eV/Å. The value obtained for the energy relative to the best compared isomer or geometry (same formula, charge and spin) is 342.2 kJ/mol. Its total charge is +1. The value obtained for the HOMO-LUMO gap is 9.9 eV. The value obtained for the LUMO energy is -0.16007 Eh. As for the molecular weight: 174.2 g/mol. As for the total energy: -625.4049 Eh.

Q: The highest total energy belongs to which entry?
A: C6H12N3O3